# 1
C4H9NO2 | the ωB97M-V functional and the def2-TZVPD basis

Last column: Mulliken charge in e.
Atoms and positions in Å:
C (0.0146, -1.9516, -0.5235)  -0.93
N (-0.9649, -0.8560, -0.3758)  -0.31
C (-0.4654, 0.4737, -0.1950)  0.24
C (0.8111, 0.7828, -0.9055)  -0.07
O (1.6892, 1.5166, -0.5138)  -0.51
C (-0.2388, 0.8236, 1.2862)  -0.68
O (-0.1604, 2.2408, 1.4803)  -0.55
H (-0.4262, -2.9621, -0.5243)  0.32
H (0.7027, -1.9379, 0.3164)  0.28
H (0.5022, -1.9204, -1.4959)  0.32
H (-1.7876, -0.9872, -0.9344)  0.25
H (-1.1210, 1.2494, -0.6445)  0.32
H (1.0617, 0.2952, -1.8937)  0.32
H (-1.0520, 0.4946, 1.9446)  0.38
H (0.6712, 0.3361, 1.6835)  0.28
H (0.7634, 2.4025, 1.2955)  0.34

## Properties
HOMO energy, Eh: -0.3262
Calculated total energy, Ha: -362.99869
Lowest unoccupied orbital energy, eV: 0.9
Orbital gap, eV: 9.73
SMILES string: CN[C@H](C=O)CO
Relative energy (zero: lowest compared OMol25 entry of this formula, charge and spin), kJ/mol: 228.0



# 2
C4H7N | the ωB97M-V functional and the def2-TZVPD basis

Last column: Mulliken charge in e.
Atoms and positions in Å:
C (-1.4780, 1.3758, -0.3211)  -0.32
N (-0.9855, 0.5143, 0.4594)  -0.42
C (0.1015, -0.2398, 0.0285)  0.58
C (0.1995, -0.8789, -1.1354)  -0.83
C (1.1201, -0.4622, 1.1413)  -1.10
H (-2.3902, 1.8930, -0.0432)  0.26
H (-1.0262, 1.6867, -1.2650)  0.30
H (-0.5597, -0.9061, -1.9068)  0.32
H (1.0588, -1.4885, -1.3761)  0.27
H (0.5486, -0.4309, 2.0740)  0.34
H (1.8169, 0.3750, 1.1842)  0.25
H (1.5943, -1.4383, 1.1603)  0.34

## Properties
HOMO energy, Eh: -0.3319
Calculated total energy, Ha: -211.31395
Lowest unoccupied orbital energy, eV: 0.9
Orbital gap, eV: 9.96
SMILES string: C=NC(=C)C
Relative energy (zero: lowest compared OMol25 entry of this formula, charge and spin), kJ/mol: 122.7



# 3
C42H93N7O14PS | the ωB97M-V functional and the def2-TZVPD basis

Last column: Mulliken charge in e.
Atoms and positions in Å:
C (7.1135, -2.0377, 1.2449)  -0.89
C (6.6062, -0.4611, 1.0578)  -0.02
O (5.1447, -0.4592, 1.2418)  -0.33
C (4.5691, 0.7369, 0.6041)  -0.40
C (3.0061, 0.9614, 1.0871)  -0.11
O (2.3384, 1.9212, 0.1732)  -0.40
C (1.3754, 2.7400, 0.9281)  0.35
C (0.2688, 1.6879, 1.6098)  -0.29
O (-0.9903, 2.4883, 1.7734)  -0.28
C (-1.8545, 1.6049, 2.5685)  -0.26
N (-3.0937, 1.1033, 1.8662)  0.76
C (-3.4009, 1.8469, 0.5874)  -0.77
C (-4.7425, 1.2559, -0.2181)  0.61
C (-6.1068, 2.1187, 0.0675)  -1.22
O (-4.9003, -0.2126, -0.0431)  -0.37
C (-4.2394, -0.9315, -1.1828)  -0.14
C (-4.1822, -2.5224, -0.7011)  0.37
C (-5.4545, -2.9969, 0.2727)  -0.39
C (-5.4572, -4.5347, 0.8384)  -0.47
C (-4.2256, -5.5951, 0.4767)  -0.32
C (-3.0071, -5.1042, -0.5067)  -0.33
C (-2.9742, -3.5670, -1.0892)  -0.52
C (-4.2016, 1.1971, 2.8911)  -0.37
N (-5.0794, 2.4349, 3.1320)  -0.44
N (-4.4674, 0.1259, 3.7542)  -0.04
P (-3.5868, -1.4233, 3.7649)  0.58
O (-2.9701, -1.9405, 2.2220)  -0.21
O (-4.6400, -2.7390, 4.3283)  -0.48
S (-2.1545, -1.2890, 5.0844)  -0.30
H (7.8801, -2.1071, 2.1449)  0.23
H (6.1656, -2.6958, 1.4526)  0.24
H (7.6985, -2.4112, 0.2747)  0.26
H (6.9486, -0.0976, -0.0095)  0.33
H (7.1504, 0.1870, 1.8678)  0.06
H (4.5710, 0.5890, -0.5571)  0.30
H (5.2226, 1.6682, 0.8874)  0.21
H (2.4018, -0.0571, 0.9931)  0.16
H (3.0022, 1.3634, 2.2075)  0.10
H (1.8919, 3.3267, 1.8000)  0.29
H (0.7264, 3.4677, 0.2611)  -0.39
H (0.7290, 1.3984, 2.6591)  0.31
H (0.1141, 0.7273, 0.9581)  0.26
H (-1.2931, 0.6639, 3.0258)  0.19
H (-2.2229, 2.2332, 3.5052)  0.11
H (-3.4589, 3.0179, 0.7488)  0.39
H (-2.5076, 1.6883, -0.1888)  0.18
H (-4.4963, 1.4034, -1.3770)  -0.01
H (-6.8894, 2.0997, -0.8310)  0.32
H (-5.9053, 3.2329, 0.4251)  0.23
H (-6.6680, 1.5769, 0.9660)  0.22
H (-3.1201, -0.5179, -1.2203)  0.23
H (-4.7840, -0.7698, -2.2056)  0.19
H (-6.3425, -2.2996, 0.5822)  0.27
H (-6.3540, -4.8675, 1.5496)  0.27
H (-4.2787, -6.6678, 0.9455)  0.31
H (-2.1458, -5.8686, -0.7525)  0.48
H (-2.0817, -3.2287, -1.7664)  0.30
H (-6.0877, 2.2254, 2.9660)  0.32
H (-4.7378, 3.2566, 2.5882)  0.35
H (-5.2509, 0.2244, 4.4678)  0.36
H (-2.8065, -2.9345, 2.1869)  0.22
H (-4.3824, -2.9103, 5.2972)  0.37
C (8.9191, 5.9017, 5.8291)  -0.72
O (7.9780, 5.1938, 6.6272)  -0.35
C (6.6196, 5.4575, 6.2484)  -0.78
C (5.9721, 4.1836, 5.6873)  -0.24
N (6.5386, 3.8378, 4.3790)  -0.29
C (6.1340, 2.5113, 3.9006)  -0.30
C (6.6393, 1.2949, 4.7011)  -0.78
O (8.0544, 1.1098, 4.6363)  -0.42
C (8.7862, 1.8296, 5.6197)  -0.58
H (9.9161, 5.7223, 6.2401)  0.24
H (8.9008, 5.5394, 4.7985)  0.31
H (8.7195, 6.9770, 5.8546)  0.34
H (6.5403, 6.2940, 5.5440)  0.41
H (6.0907, 5.7456, 7.1633)  0.39
H (4.8940, 4.3430, 5.5842)  0.35
H (6.1365, 3.3778, 6.4088)  0.20
H (7.5534, 3.8629, 4.4392)  0.10
H (6.5148, 2.4207, 2.8762)  0.27
H (5.0407, 2.4718, 3.8330)  0.22
H (6.2030, 0.4016, 4.2378)  0.40
H (6.2875, 1.2943, 5.7382)  0.41
H (8.2282, 1.9464, 6.5540)  0.30
H (9.0888, 2.8005, 5.2263)  0.18
H (9.6992, 1.2642, 5.8328)  0.29
C (1.0845, -11.8621, 0.6515)  -0.72
O (0.5767, -11.2856, 1.8487)  -0.34
C (1.5803, -10.5828, 2.5953)  -0.81
C (1.2606, -9.0816, 2.6249)  -0.18
N (1.4558, -8.4759, 1.3031)  -0.32
C (0.9448, -7.1040, 1.2091)  -0.98
C (-0.5806, -6.9161, 1.3274)  -0.10
O (-1.3167, -7.4806, 0.2409)  -0.40
C (-1.6568, -8.8503, 0.4111)  -0.79
H (0.2871, -12.4544, 0.1949)  0.24
H (1.3836, -11.0841, -0.0548)  0.31
H (1.9301, -12.5222, 0.8660)  0.35
H (2.5904, -10.7725, 2.2132)  0.40
H (1.5368, -10.9706, 3.6187)  0.39
H (1.9160, -8.5880, 3.3495)  0.39
H (0.2250, -8.9655, 2.9579)  0.17
H (0.9838, -9.0441, 0.6041)  0.09
H (1.2548, -6.7231, 0.2285)  0.39
H (1.4457, -6.4817, 1.9596)  0.41
H (-0.7755, -5.8376, 1.2875)  0.19
H (-0.9758, -7.2546, 2.2910)  0.37
H (-1.8200, -9.1134, 1.4609)  0.36
H (-0.8888, -9.4854, -0.0315)  0.21
H (-2.5868, -9.0313, -0.1375)  0.35
C (-4.3075, 1.0878, -4.8383)  -0.46
O (-3.6882, -0.1668, -5.0954)  -0.35
C (-4.5967, -1.2701, -4.9706)  -0.71
C (-4.8036, -1.9397, -6.3365)  -0.29
N (-5.5757, -1.0746, -7.2351)  -0.35
C (-5.6053, -1.5525, -8.6218)  -0.68
C (-4.2692, -1.5519, -9.3905)  -0.48
O (-3.7475, -0.2452, -9.6384)  -0.42
C (-2.9351, 0.2707, -8.5922)  -0.53
H (-3.5335, 1.8595, -4.8596)  0.22
H (-5.0460, 1.3189, -5.6096)  0.33
H (-4.7788, 1.0936, -3.8510)  0.14
H (-5.5505, -0.9729, -4.5186)  0.42
H (-4.1223, -1.9904, -4.2955)  0.28
H (-5.3376, -2.8851, -6.1970)  0.42
H (-3.8171, -2.1569, -6.7566)  0.21
H (-5.1730, -0.1408, -7.2247)  0.09
H (-6.3029, -0.9002, -9.1608)  0.37
H (-6.0365, -2.5599, -8.6456)  0.40
H (-4.4671, -1.9835, -10.3791)  0.36
H (-3.5147, -2.1980, -8.9293)  0.34
H (-2.3874, -0.5146, -8.0619)  0.27
H (-3.5418, 0.8542, -7.8991)  0.17
H (-2.2074, 0.9528, -9.0437)  0.30
C (0.0554, 8.0094, -5.3694)  -0.73
O (1.0064, 7.2256, -4.6589)  -0.34
C (1.7724, 7.9967, -3.7225)  -0.83
C (1.4529, 7.5527, -2.2880)  -0.11
N (0.0966, 7.9572, -1.9018)  -0.31
C (-0.3517, 7.3621, -0.6381)  -1.02
C (-0.5504, 5.8337, -0.6164)  0.17
O (-1.6224, 5.3801, -1.4447)  -0.43
C (-1.2552, 5.1289, -2.7948)  -0.36
H (-0.4150, 7.3721, -6.1230)  0.24
H (-0.7218, 8.3775, -4.6955)  0.31
H (0.5431, 8.8472, -5.8763)  0.35
H (1.6236, 9.0751, -3.8534)  0.40
H (2.8263, 7.7818, -3.9292)  0.39
H (2.1750, 8.0059, -1.6014)  0.38
H (1.5639, 6.4654, -2.2406)  0.11
H (-0.5531, 7.6842, -2.6349)  0.09
H (-1.3146, 7.8291, -0.3987)  0.39
H (0.3425, 7.6485, 0.1603)  0.44
H (-0.8325, 5.5609, 0.4077)  0.31
H (0.3726, 5.2833, -0.8274)  0.00
H (-0.2217, 4.7814, -2.8895)  0.29
H (-1.4201, 6.0205, -3.4005)  0.19
H (-1.9178, 4.3462, -3.1781)  0.08

## Properties
HOMO energy, Eh: -0.3685
Calculated total energy, Ha: -3831.29974
Lowest unoccupied orbital energy, eV: -4.5
Net charge: +1
Orbital gap, eV: 5.55



# 4
C2H3IrO3 | the ωB97M-V functional and the def2-TZVPD basis

Last column: Mulliken spin population.
Atoms and positions in Å:
O (0.2038, 0.2947, 1.5765)  0.23
C (0.6168, 0.6537, 0.3663)  0.29
C (0.7057, -0.6500, -0.4730)  0.11
O (-0.4015, -1.4757, -0.2756)  0.30
Ir (-1.4696, -0.4297, 0.8384)  2.67
H (1.6555, -1.1440, -0.1641)  0.00
H (0.8503, -0.3245, -1.5286)  0.00
H (-0.6162, 1.8682, -0.3054)  -0.03
O (-1.5448, 1.2073, -0.0345)  0.43

## Properties
HOMO energy (spin up / spin down), Eh: -0.3019 / -0.3257
2S+1: 5
Calculated total energy, Ha: -407.70775
Lowest unoccupied orbital energy (spin up / spin down), eV: -0.9 / -1.6
Orbital gap (spin up / spin down), eV: 7.36 / 7.22
<S²>: 6.02
Relative energy (zero: lowest compared OMol25 entry of this formula, charge and spin), kJ/mol: 462.5